[1]
140
Properties=species:S:1:pos:R:3:forces:R:3 method="wB97M-V/def2-TZVPD" total_energy_ev=-117916.027 molar_mass_g_mol=1096.1 fmax_ev_per_a=2.60 charge=-1
H 3.288 1.046 -3.959 0.608 0.505 0.175
C -3.189 1.169 5.354 -0.188 -1.360 -0.847
C 5.663 -3.104 1.865 0.208 1.129 0.178
H -4.322 -0.590 0.390 0.039 0.086 0.096
H 1.247 4.379 -1.623 0.024 -0.064 -0.110
H -1.351 1.820 -3.819 -0.049 -0.189 -0.242
H -2.953 2.243 -1.700 0.072 -0.074 0.298
O 0.315 -2.644 -4.926 0.085 0.734 -0.551
H 4.394 -0.892 0.337 0.648 -0.474 -0.391
H 1.308 -3.549 0.333 -0.340 -0.226 -0.520
H -3.271 -0.162 -1.632 0.168 0.370 0.093
H -3.046 -3.059 -1.643 0.040 -0.074 0.070
O -6.351 -5.259 -2.454 0.443 0.191 0.144
O -0.876 0.760 -1.430 -0.427 0.185 0.913
H -4.480 -6.839 -1.194 -0.033 0.111 -0.063
H 0.285 4.050 2.201 -0.149 -0.224 -0.009
C -0.202 4.573 3.026 0.099 0.460 0.393
O 1.247 -6.142 1.831 0.628 -0.553 0.830
H 0.571 4.987 3.675 0.087 -0.046 -0.076
H -5.861 -0.254 -0.283 -0.127 0.289 0.006
O 4.774 3.827 2.368 -1.042 -0.908 0.323
C 0.600 -5.559 0.816 -0.163 0.140 -1.120
H -0.534 -2.471 -3.124 0.193 0.105 0.408
C -3.824 0.193 4.326 -0.031 0.470 -0.067
H 1.905 0.709 3.826 -0.147 -0.270 -0.527
C 4.620 -2.042 2.161 -1.296 0.651 1.713
H -3.801 -2.946 -0.051 -0.543 0.226 -0.235
O -3.085 6.307 2.180 1.561 -1.190 0.449
F -0.102 -0.454 2.029 -0.462 0.547 0.075
H 1.824 3.197 -5.521 -0.016 0.041 0.155
O 0.164 -6.230 -0.086 -0.092 0.568 0.371
C -4.168 0.441 -1.508 -0.564 -0.131 -0.345
C -1.226 3.788 3.800 -0.102 -1.745 0.438
C -2.545 4.082 3.122 0.317 0.834 -0.745
H 1.637 -5.466 -4.198 -0.395 -0.203 -0.584
C 0.781 4.464 -0.638 1.268 -0.481 -0.665
O 3.510 -3.597 -0.761 0.042 0.469 0.367
C 0.730 5.968 -0.301 0.427 -1.801 -0.442
H 2.341 -3.535 -3.189 -0.020 0.019 0.106
H -0.994 2.722 3.786 0.069 0.003 0.030
O -4.994 -3.698 -1.652 -0.223 1.511 0.549
O -1.008 7.426 -1.144 -0.201 -0.988 -0.286
C -2.273 5.477 2.542 -1.896 0.749 0.157
H -0.840 3.191 -1.424 -0.109 0.276 -0.170
C 4.120 -3.113 0.154 0.801 -0.295 -0.793
H 1.364 3.802 0.003 0.098 0.294 0.235
C -0.249 3.441 -4.839 1.021 0.482 1.746
O 0.227 -4.285 -6.408 0.168 0.093 1.541
C -4.857 0.163 -0.189 -0.277 -1.276 0.569
C 3.945 2.951 2.473 1.297 0.607 -0.143
O 4.824 0.952 -1.361 1.435 -0.484 -0.217
H 0.308 -3.797 3.140 -0.202 0.341 -0.217
H 2.900 1.325 -0.939 -0.330 0.171 -0.247
H 6.566 -2.543 1.612 0.260 -0.556 -0.649
C 0.831 -4.752 -4.037 -0.507 -0.853 -1.063
C 3.194 0.599 -2.966 -1.750 0.528 -1.589
C 1.115 -3.902 2.413 0.043 0.521 1.296
C 0.420 -3.924 -5.259 0.412 -1.186 -2.282
C 3.555 1.490 -1.794 0.418 -1.080 0.548
H -0.901 3.651 0.278 -0.653 -0.004 -0.079
O -5.289 1.738 1.685 0.228 -0.954 -0.444
C 2.197 1.568 3.222 0.195 0.075 0.701
C 4.054 -0.640 -2.899 -0.068 0.768 0.519
H -0.391 -3.576 0.936 0.006 -0.216 -0.592
H 0.319 1.790 -3.438 0.578 -0.357 -0.570
H 1.789 -3.059 2.564 -0.121 0.089 -0.104
H 1.474 2.354 3.444 -0.353 -0.170 -0.319
O -4.291 2.403 -0.151 0.196 0.254 0.013
H 3.537 -1.380 -2.284 0.173 -0.489 -0.318
H -0.078 -5.271 -3.726 0.085 -0.174 0.156
H -3.655 -5.154 0.457 -0.090 -0.263 -0.028
H 4.356 -0.971 -3.889 0.006 -0.453 0.278
C -4.863 1.445 0.590 -0.398 1.102 0.540
O 3.287 2.484 1.366 0.109 0.326 0.574
F -1.125 1.402 1.377 0.364 -0.385 0.194
H 1.582 6.428 -0.798 -0.316 0.532 0.122
C -5.303 -4.952 -1.942 -0.656 -1.239 -0.082
O 0.922 -0.590 -0.599 -1.172 -0.181 1.002
H -2.838 -1.654 3.545 0.278 0.329 -0.042
H 1.038 -1.608 -3.244 -0.365 0.301 -0.430
S -0.539 -0.394 -0.606 1.295 0.160 -1.998
H 4.284 1.437 4.013 0.057 -0.160 -0.399
H -1.152 3.888 -5.251 -0.225 -0.516 0.011
H -4.597 2.460 -2.187 -0.288 0.044 0.230
H 1.464 1.529 1.154 0.144 0.056 -0.119
H 1.527 -5.537 3.790 0.057 -0.149 -0.080
H 1.009 -3.879 -2.056 0.406 -0.386 0.030
H -3.678 1.091 6.326 0.008 0.132 0.047
C 2.395 1.416 1.708 -0.251 -0.130 0.791
O -1.358 5.192 -1.025 -1.196 0.281 -0.811
H -3.539 -1.794 5.146 -0.008 -0.089 0.009
H 0.128 4.155 -4.103 -0.267 -0.050 0.281
H -3.589 -5.971 -2.480 0.079 -0.340 -0.006
C 0.592 -4.039 0.991 0.455 -0.224 1.018
C -0.370 1.996 -4.258 -1.333 1.840 -0.944
C 3.516 2.154 3.720 -0.283 0.317 -0.601
C 5.215 -0.168 -2.063 1.207 -0.494 0.559
C -3.740 -3.544 -0.959 0.675 -1.317 -0.430
H -4.812 0.225 -2.361 -0.044 -0.230 0.101
C -1.032 0.074 1.205 1.066 -0.492 -1.496
C 0.804 3.265 -5.901 -0.505 -0.286 -0.648
O 5.086 -3.839 0.784 0.327 -0.102 0.133
H 2.124 0.382 -2.994 -0.005 -0.250 0.534
O -0.819 1.177 5.888 -0.267 -1.188 -0.258
H -3.236 2.187 4.978 0.353 -0.002 0.320
C 1.272 -3.724 -3.103 -0.278 1.571 1.888
O -0.262 1.231 -5.474 0.369 -0.864 0.443
H 3.875 -2.423 2.867 -0.090 -0.295 -0.093
C 1.798 -5.211 2.788 -0.406 0.073 -0.831
O -0.935 5.670 2.504 -0.099 0.996 -0.663
F -2.203 -0.449 1.506 -0.583 -0.255 0.307
O -1.826 -0.713 5.115 1.546 -0.369 -0.140
C -4.156 -5.866 -1.553 0.041 0.792 -0.094
H 3.342 2.755 4.612 0.236 0.383 -0.262
H 3.674 2.559 -1.961 0.006 -0.101 -0.238
H 0.751 4.041 -6.663 0.192 -0.219 -0.147
C 0.397 1.905 -6.445 0.368 0.144 -0.665
H 2.884 -5.168 2.703 0.018 -0.226 -0.219
H 2.920 -1.566 0.756 -0.172 -0.002 0.701
H -3.650 0.582 3.324 -0.380 0.149 0.027
H -2.723 3.483 2.226 -0.057 -0.348 0.116
H 5.915 -3.780 2.679 -0.295 -0.049 -0.038
C -0.621 6.310 -0.905 0.505 1.398 1.079
C 0.477 -2.497 -3.531 0.192 -0.051 0.762
H 2.861 0.473 1.423 -0.073 0.006 0.048
C -3.037 -1.106 4.464 -0.825 0.206 1.209
H -4.889 0.075 4.516 0.018 -0.095 -0.354
O -1.324 -1.571 -0.963 0.276 0.404 1.242
O 0.571 1.470 -7.551 -0.138 -0.006 0.642
H 0.785 6.129 0.774 -0.336 0.363 -0.092
C -0.647 4.003 -0.725 0.536 0.185 1.114
H -3.425 4.031 3.758 0.011 0.241 -0.140
C -1.789 0.571 5.492 -0.504 1.723 0.162
O 6.303 -0.711 -1.919 -1.874 1.274 0.018
C 3.990 -1.773 0.839 -1.323 -0.201 -1.232
C -3.355 -5.003 -0.581 0.253 0.105 0.096
H 4.878 -1.082 2.610 0.934 -0.278 0.085
H -1.264 4.050 4.858 0.117 0.278 -0.058
C -3.973 1.945 -1.454 0.976 0.468 -1.181
H -2.293 -5.237 -0.651 0.057 0.310 0.068



[2]
14
Properties=species:S:1:pos:R:3:forces:R:3 method="wB97M-V/def2-TZVPD" spin_multiplicity=3 total_energy_ev=-16628.055 s2=2.0113 molar_mass_g_mol=114.1 fmax_ev_per_a=3.75 charge=0
H 0.041 1.791 -0.573 -0.235 -1.648 -0.104
C -1.393 0.026 -0.529 1.938 -2.533 0.552
P 1.196 -0.413 -0.630 -0.167 -0.381 -2.291
H -0.249 1.094 0.918 0.553 -0.633 1.120
H -1.908 -2.105 -0.338 -2.889 -2.199 -0.392
O -0.249 -1.894 0.791 -0.238 -0.939 1.948
C 0.238 -2.124 -0.456 0.803 3.660 0.015
C 2.494 -0.327 0.396 2.340 -0.308 1.957
H -1.437 0.055 -1.580 -0.524 0.295 -1.520
H -2.344 0.243 -0.101 -0.463 0.620 0.492
H 2.649 0.475 1.166 -0.098 -0.928 -1.001
H 3.291 -1.105 0.247 -0.768 1.031 0.365
C -0.123 0.764 -0.093 -0.745 1.313 -0.633
C -1.089 -1.529 -0.288 0.493 2.650 -0.509